1.
Density functional theory data (ωB97M-V with the def2-TZVPD basis set) for a molecular structure, C66H54NOP4Pd.

Values from the calculation:
largest force on an atom: 0.68 eV/Å
E_HOMO (alpha / beta): -8.790 / -9.538 eV
electronic energy: -113485.164 eV
energy above the lowest of the compared OMol25 structures with the same formula, charge and spin: 18.3 kJ/mol
Kohn-Sham gap (alpha / beta): 5.60 / 6.19 eV

```
! wB97M-V def2-TZVPD RIJCOSX def2/J DEFGRID3
* xyz 1 3
Pd -0.09832 0.29918 0.57864
C -0.71221 2.31391 3.06013
P -1.42538 2.07709 1.39288
C -3.14378 1.56153 1.67383
C -3.78336 0.77391 0.71607
C -5.11147 0.40690 0.87397
C -5.80289 0.78655 2.01583
C -5.16484 1.53938 2.99210
C -3.84515 1.93104 2.82012
C -1.47090 3.77761 0.77428
C -2.59730 4.58038 0.91711
C -2.54648 5.91293 0.52881
C -1.37959 6.44057 -0.00548
C -0.25532 5.63698 -0.15794
C -0.30164 4.30900 0.23008
C -0.48458 0.92896 3.54309
C -0.62764 0.30847 4.76014
C -0.51442 -1.08580 4.52012
C -0.29110 -1.25840 3.17046
C -0.37771 -2.49274 2.32633
P -1.68056 -2.04984 1.09207
C -2.56271 -3.58594 0.73791
C -3.90360 -3.50915 0.34577
C -4.62469 -4.65810 0.05713
C -4.01323 -5.90234 0.13944
C -2.67563 -5.99432 0.50807
C -1.95567 -4.84773 0.80704
C -0.67502 -2.86329 -2.10118
C 0.65777 -2.36520 -1.63434
C 1.80995 -2.61775 -2.31178
C 1.82505 -3.30699 -3.53920
C 0.59986 -3.77214 -4.07913
C -0.57166 -3.57074 -3.43591
N -0.25237 -0.01501 2.57629
H -1.40294 2.87622 3.68536
H 0.19311 2.91029 2.95570
H -3.23968 0.41705 -0.14961
H -5.59617 -0.18623 0.10755
H -6.83415 0.48611 2.15287
H -5.69561 1.82510 3.89115
H -3.37430 2.53176 3.58618
H -3.51423 4.16934 1.32214
H -3.42254 6.53969 0.64282
H -1.34589 7.47973 -0.30653
H 0.65026 6.04336 -0.59092
H 0.56107 3.67176 0.07755
H -0.82894 0.79305 5.70378
H -0.60416 -1.87965 5.24748
H -0.66216 -3.35345 2.92939
H 0.56211 -2.72884 1.81864
H -4.38093 -2.53602 0.27946
H -5.66610 -4.58483 -0.23128
H -4.57755 -6.79998 -0.07972
H -2.19340 -6.96214 0.56270
H -0.90971 -4.93228 1.08189
H 0.70674 -1.87976 -0.66492
H 2.74471 -2.26431 -1.90278
H 2.75601 -3.47607 -4.06303
H 0.59831 -4.29781 -5.02707
H -1.49355 -3.93621 -3.87044
O 2.51423 0.91200 -1.60174
C 2.24972 0.24929 -2.77734
C 3.20755 -0.16406 -3.68983
C 2.79372 -0.74770 -4.88141
C 1.44930 -0.91956 -5.16168
C 0.50410 -0.54100 -4.21990
C 0.89433 0.02640 -3.01225
P -0.35509 0.51021 -1.77097
C -0.68067 2.24506 -2.31378
C -1.81431 2.95347 -1.91232
C -2.06307 4.23654 -2.37017
C -1.14851 4.86634 -3.20061
C 0.00861 4.19912 -3.56833
C 0.23285 2.89590 -3.14243
C -1.81675 -0.49967 -2.31866
C -2.96345 0.14992 -2.79228
C -4.16976 -0.50705 -2.98688
C -4.25339 -1.85836 -2.69262
C -3.09897 -2.52854 -2.32668
C -1.86555 -1.89088 -2.18530
C 3.77488 0.86423 -1.04278
C 4.84724 1.51383 -1.63953
C 6.09735 1.43558 -1.05327
C 6.26726 0.72351 0.12945
C 5.17318 0.14294 0.74325
C 3.89898 0.21461 0.17354
P 2.42018 -0.25517 1.19184
C 2.74647 1.04358 2.45547
C 2.44062 2.33976 2.04933
C 2.79189 3.43549 2.81889
C 3.44369 3.24578 4.02996
C 3.76357 1.96072 4.43964
C 3.43365 0.86444 3.65093
C 2.98311 -1.84055 1.90465
C 3.70906 -2.71419 1.09530
C 4.08376 -3.96617 1.55879
C 3.74103 -4.36005 2.84505
C 3.02107 -3.49699 3.65944
C 2.63727 -2.24765 3.19313
H 4.26162 -0.03747 -3.49727
H 3.54203 -1.06086 -5.59885
H 1.13511 -1.36785 -6.09494
H -0.54600 -0.70988 -4.41694
H -2.53624 2.49905 -1.25076
H -2.96353 4.75060 -2.05898
H -1.33634 5.87177 -3.55571
H 0.73786 4.68250 -4.20587
H 1.12921 2.39035 -3.47514
H -2.92465 1.19853 -3.02410
H -5.02926 0.04088 -3.35237
H -5.18942 -2.39491 -2.78581
H -3.14249 -3.60054 -2.16599
H -1.00744 -3.61289 -1.36556
H 4.69395 2.08513 -2.54584
H 6.93916 1.93367 -1.51704
H 7.24530 0.64870 0.58581
H 5.29998 -0.35634 1.69637
H 1.94147 2.48522 1.09975
H 2.55494 4.43680 2.47856
H 3.71118 4.09587 4.64443
H 4.28520 1.80511 5.37524
H 3.73384 -0.12092 3.97540
H 4.01456 -2.40410 0.10548
H 4.64930 -4.62936 0.91684
H 4.03857 -5.33363 3.21311
H 2.75130 -3.79608 4.66425
H 2.03793 -1.60523 3.82697
*
```

=====

2.
Density functional theory data (ωB97M-V with the def2-TZVPD basis set) for a molecular structure, C66H55BrCsO4P4S at a distorted geometry.

Values from the calculation:
largest force on an atom: 2.35 eV/Å
E_HOMO (alpha / beta): -0.524 / -1.833 eV
electronic energy: -196106.524 eV
energy above the lowest of the compared OMol25 structures with the same formula, charge and spin: 9.4 kJ/mol
Kohn-Sham gap (alpha / beta): 4.08 / 5.39 eV

```
! wB97M-V def2-TZVPD RIJCOSX def2/J DEFGRID3
* xyz -2 2
Cs -1.28006 -1.53031 -1.34904
O -4.91098 -0.50370 -1.29838
C -4.15770 -0.84632 -0.38455
O -3.03278 -0.33042 -0.10503
C -4.56959 -1.98506 0.52848
C -5.83802 -2.53695 0.41828
C -6.22971 -3.55619 1.26944
C -5.33644 -4.02862 2.22309
C -4.06402 -3.48854 2.32554
C -3.65971 -2.45772 1.47717
P -2.05603 -1.55356 1.63105
C -2.77385 -0.36674 2.86201
C -3.05388 -0.74608 4.17616
C -3.64014 0.14593 5.06112
C -3.97791 1.42683 4.64388
C -3.72526 1.80674 3.33628
C -3.12615 0.91785 2.45438
C -1.09143 -2.67438 2.75458
C -0.27236 -2.15694 3.76096
C 0.68927 -2.93839 4.38273
C 0.86472 -4.26081 4.00234
C 0.08274 -4.78443 2.98189
C -0.86955 -3.99582 2.35676
H -6.49314 -2.13654 -0.34492
H -7.22452 -3.98005 1.19665
H -5.63521 -4.82275 2.89858
H -3.38425 -3.87761 3.07257
H -2.80489 -1.74501 4.51009
H -3.84528 -0.16413 6.07997
H -4.43797 2.12154 5.33701
H -3.97860 2.80492 2.99809
H -2.95582 1.20517 1.42559
H -0.39252 -1.12006 4.05907
H 1.31689 -2.51096 5.15698
H 1.62174 -4.86973 4.48163
H 0.23357 -5.80842 2.66051
H -1.43992 -4.39908 1.52632
C 0.21228 1.60221 0.87646
C 1.59308 1.43688 1.49871
P 2.23143 -0.27965 1.17226
C 3.65881 -0.19896 2.34209
C 4.99839 -0.24756 1.96163
C 6.00789 -0.21826 2.91471
C 5.70187 -0.14154 4.26533
C 4.36983 -0.11499 4.65902
C 3.36392 -0.15377 3.70858
C 3.11151 -0.08864 -0.42150
C 3.49650 1.11774 -1.00000
C 4.22572 1.12902 -2.17900
C 4.58570 -0.06222 -2.78797
C 4.19869 -1.26910 -2.22503
C 3.45110 -1.28329 -1.05908
P -0.68132 3.17949 1.27899
C -0.34847 3.39055 3.07043
C -0.36169 4.67355 3.62346
C -0.24202 4.86133 4.99126
C -0.12028 3.76888 5.83943
C -0.13448 2.48799 5.30632
C -0.25466 2.30167 3.93873
C 0.52344 4.35291 0.53038
C 0.22603 4.76947 -0.76815
C 1.08756 5.59665 -1.47122
C 2.25934 6.03796 -0.87236
C 2.56274 5.63934 0.42250
C 1.70601 4.80067 1.11981
H -0.43558 0.76347 1.16371
H 0.27354 1.57676 -0.21696
H 1.54679 1.54238 2.58119
H 2.29264 2.18799 1.13385
H 5.25522 -0.30867 0.91147
H 7.04468 -0.24956 2.59968
H 6.49224 -0.10641 5.00548
H 4.11966 -0.06746 5.71285
H 2.32576 -0.15956 4.02686
H 3.22652 2.06574 -0.54956
H 4.50125 2.07431 -2.63122
H 5.13466 -0.05485 -3.72020
H 4.45027 -2.19993 -2.71802
H 3.09048 -2.21800 -0.64411
H -0.46687 5.53205 2.96990
H -0.24597 5.86462 5.40161
H -0.01982 3.91548 6.90791
H -0.06379 1.62677 5.96017
H -0.29188 1.29576 3.54024
H -0.69057 4.41826 -1.22830
H 0.84965 5.89277 -2.48535
H 2.93805 6.68452 -1.41502
H 3.48278 5.97372 0.88797
H 1.96006 4.48706 2.12457
C -2.54770 2.88757 -3.09751
P -1.61788 1.30974 -2.81484
C -2.65228 0.14931 -3.78766
C -4.02788 0.31846 -3.91848
C -4.78347 -0.57895 -4.65827
C -4.17913 -1.66930 -5.26390
C -2.81145 -1.86279 -5.11895
C -2.05524 -0.96475 -4.38444
C -0.29560 1.54140 -4.08164
C -0.68108 1.99733 -5.42722
C 0.13391 2.75854 -6.18161
C 1.36287 3.30544 -5.65669
C 1.74793 3.08975 -4.38427
C 1.05566 2.13197 -3.51623
H -3.42040 2.93594 -2.44474
H -2.85135 2.99151 -4.13963
H -1.87782 3.70990 -2.84086
H -4.52063 1.14084 -3.42067
H -5.85338 -0.43095 -4.74901
H -4.76823 -2.36677 -5.84829
H -2.32729 -2.71378 -5.58158
H -0.98279 -1.11776 -4.30508
H -1.64105 1.66584 -5.80855
H -0.15573 3.01847 -7.19449
H 1.94783 3.96052 -6.29455
H 2.62056 3.59297 -3.97828
H 1.09188 2.34142 -2.44336
Br 4.58944 -7.22220 -4.64725
C 3.30202 -6.13395 -3.73722
C 3.18921 -4.79754 -4.07499
C 2.24841 -4.02004 -3.41254
C 1.42926 -4.58138 -2.43787
C 1.56249 -5.92704 -2.12364
C 2.50623 -6.71627 -2.76787
C 0.36963 -3.72006 -1.76337
O -0.79368 -3.86404 -2.19764
O 0.75168 -2.93336 -0.87515
H 3.81494 -4.36786 -4.84583
H 2.14232 -2.96704 -3.66105
H 0.92271 -6.37053 -1.36959
H 2.61227 -7.76570 -2.52788
S 1.76627 -0.36077 -4.88847
C 0.92658 0.72671 -3.95071
*
```

=====

3.
Density functional theory data (ωB97M-V with the def2-TZVPD basis set) for a molecular structure, C66H61As2N8O12S4ScSi at a distorted geometry.

Values from the calculation:
largest force on an atom: 2.16 eV/Å
E_HOMO: -7.200 eV
electronic energy: -299521.508 eV
Kohn-Sham gap: 6.45 eV

```
! wB97M-V def2-TZVPD RIJCOSX def2/J DEFGRID3
* xyz 0 1
Sc 0.38591 1.07854 0.13146
C 3.41214 -0.88195 -2.75881
C 3.45666 0.04896 -3.78460
C 2.41134 0.94634 -3.92231
C 1.37009 0.91378 -2.99347
N 1.36475 0.05175 -1.96670
C 2.34022 -0.84668 -1.88248
C 0.18453 1.78523 -3.06234
C -0.07519 2.64666 -4.12792
C -1.21100 3.43365 -4.07681
C -2.11304 3.26030 -3.04177
C -1.82330 2.32396 -2.05061
N -0.66161 1.66149 -2.03521
C -2.76997 1.94633 -0.98515
C -4.13828 2.20726 -1.06972
C -4.97784 1.75191 -0.06994
C -4.42512 1.05532 0.99341
C -3.05459 0.85496 1.00754
N -2.24005 1.26992 0.04585
H 4.18494 -1.62594 -2.64533
H 4.28352 0.05796 -4.47728
H 2.42313 1.67574 -4.71296
H 2.22838 -1.58775 -1.09828
H 0.60004 2.72180 -4.96431
H -1.39403 4.17464 -4.84223
H -3.00586 3.86333 -2.99026
H -4.54400 2.73578 -1.91690
H -6.04337 1.91883 -0.12445
H -5.03514 0.67422 1.79493
H -2.59251 0.33309 1.83341
O 0.49102 -3.51912 3.79572
C 1.64421 -3.08030 3.28739
C 2.81644 -3.44761 3.95066
C 4.05128 -3.08188 3.46439
C 4.14169 -2.34567 2.29506
C 2.98790 -1.93862 1.65398
C 1.72314 -2.27697 2.13113
C 0.50855 -1.80561 1.41300
O 0.55662 -0.80156 0.60969
N -0.58067 -2.47263 1.68609
N -1.72062 -2.17850 0.97924
C -2.78235 -2.54807 1.56499
S -2.78058 -3.24264 3.19621
C -4.56629 -3.62519 3.24292
C -5.05904 -3.75882 1.82094
S -4.36705 -2.36125 0.86214
H -0.21896 -3.25255 3.16140
H 2.72269 -4.04908 4.83969
H 4.94293 -3.37563 3.99609
H 5.10698 -2.08793 1.88973
H 3.05983 -1.33686 0.76340
H -5.08387 -2.82692 3.77591
H -4.66264 -4.55734 3.79465
H -6.14356 -3.70504 1.75708
H -4.70087 -4.67460 1.34954
C -0.27059 -0.34933 6.52303
C -0.72415 -0.83469 5.30927
C -0.68639 -0.02409 4.19048
C -0.21537 1.28818 4.24020
C 0.21980 1.76042 5.47924
C 0.19940 0.95153 6.60390
Si -0.21405 2.35525 2.58555
C -2.02011 3.12901 2.69308
C -2.49989 3.93977 1.66223
C -3.78985 4.43965 1.67685
C -4.64106 4.13492 2.72720
C -4.18483 3.33596 3.76236
C -2.89212 2.84344 3.74009
C 0.87693 3.86817 3.18356
C 0.41115 5.17941 3.25337
C 1.21487 6.21068 3.71213
C 2.51634 5.95169 4.11024
C 3.00435 4.65924 4.03642
C 2.19617 3.63839 3.57297
H -0.29014 -0.98447 7.39770
H -1.09631 -1.84662 5.23381
H -1.03642 -0.41679 3.24495
H 0.56996 2.77962 5.57198
H 0.54289 1.33481 7.55592
H -1.84906 4.17383 0.82489
H -4.14364 5.06854 0.86894
H -5.65390 4.51341 2.73292
H -4.83996 3.10054 4.59017
H -2.54952 2.21874 4.55171
H -0.60457 5.39716 2.95398
H 0.82771 7.22072 3.76655
H 3.15539 6.74876 4.46752
H 4.02052 4.45386 4.34204
H 2.58949 2.63441 3.52524
N 5.31605 7.81261 1.31743
C 4.58652 6.87468 0.63094
C 5.10580 6.24198 -0.50368
C 4.33066 5.34148 -1.20477
C 3.05112 5.04112 -0.77223
C 2.51320 5.66753 0.33635
C 3.27188 6.59278 1.02061
S 2.07503 3.81779 -1.61535
O 2.85760 3.29979 -2.71384
O 0.79448 4.37869 -1.95841
N 1.75763 2.64994 -0.52412
C 2.79701 2.10374 0.09321
S 4.47287 2.32969 -0.36563
C 4.92214 1.39561 1.03474
C 3.82601 0.97810 1.69630
N 2.63217 1.34174 1.14638
H 6.31176 7.82726 1.18075
H 5.00289 8.04344 2.24624
H 6.11616 6.45353 -0.82334
H 4.70726 4.85176 -2.08826
H 1.50985 5.42209 0.64894
H 2.85630 7.09243 1.87997
H 5.95605 1.23919 1.25558
H 3.80762 0.41028 2.60998
C 1.43549 -1.46945 -6.40746
O 1.38481 -2.29212 -5.25489
C 0.49217 -1.94709 -4.29155
O -0.17294 -0.93739 -4.36438
C 0.54827 -2.89135 -3.18047
C 1.00975 -4.15425 -3.38846
As 0.16009 -5.00016 -4.90670
C 0.70878 -6.89619 -4.86571
C -1.40030 -5.08964 -3.67410
C -1.67526 -4.29002 -2.63873
As -0.63608 -2.91100 -1.59556
C -1.85674 -1.44670 -1.99356
C -2.90778 -4.51982 -1.88472
O -2.96335 -4.44887 -0.67962
O -3.96800 -4.76970 -2.66616
C -5.17635 -5.06064 -1.98276
C -2.22757 -6.29902 -3.94156
O -2.19306 -7.25951 -3.22291
O -2.96143 -6.34871 -5.06909
C -3.20704 -5.17044 -5.80670
C 1.21343 -4.98581 -2.19232
O 0.78806 -6.10717 -2.05840
O 1.94561 -4.35592 -1.26391
C 1.99768 -5.00020 0.00286
H 1.92370 -2.05672 -7.18100
H 2.00867 -0.56177 -6.20931
H 0.42868 -1.18899 -6.72230
H 1.79638 -6.94897 -4.92580
H 0.28871 -7.40858 -5.73472
H 0.37025 -7.38728 -3.95863
H -2.10541 -1.38485 -3.04944
H -1.36575 -0.52949 -1.66346
H -2.76339 -1.58337 -1.40474
H -5.94995 -5.14399 -2.74183
H -5.40066 -4.25299 -1.28420
H -5.07515 -6.00170 -1.43907
H -4.19109 -5.29698 -6.25863
H -2.45490 -5.03637 -6.59522
H -3.21757 -4.29438 -5.15272
H 2.89254 -4.64209 0.50582
H 2.02660 -6.08242 -0.13421
H 1.10143 -4.72831 0.57024
*
```

=====

Look up the electronic energy of the first one. -113485.164 eV

=====

largest force on an atom of number 3 (C66H61As2N8O12S4ScSi)? 2.16 eV/Å

=====

Which of these has the lowest electronic energy? C66H61As2N8O12S4ScSi